i) C4H12 | ωB97M-V/def2-TZVPD

Positions of all 16 atoms, in Å:
C  0.88265  2.49761  1.09525
C  0.50827  1.36338  0.13277
H  1.85068  2.88126  0.82342
H  0.13083  3.29825  1.04795
H  0.85392  2.15034  2.12916
H  -0.57977  1.28820  0.03284
H  1.01164  1.43321  -0.83374
H  0.82634  0.42234  0.61064
C  -1.37717  -1.78781  -0.39035
C  -0.00345  -1.88779  -0.86204
H  -2.22165  -2.08736  -1.06192
H  -1.49221  -2.64525  0.34562
H  -1.59264  -0.81741  0.04303
H  0.60177  -2.65013  -0.27783
H  0.53024  -0.96573  -1.00088
H  0.07055  -2.49310  -1.83392

As for the total charge: +1. For the HOMO-LUMO gap (alpha / beta), the calculation gives 11.592 / 3.704 eV. Its multiplicity is 2.

=====

ii) C4H12 | ωB97M-V/def2-TZVPD

Positions of all 16 atoms, in Å:
C  -1.84255  0.64338  -1.96154
C  -1.27021  -0.78581  -1.71312
H  -2.56189  0.63891  -1.09462
H  -1.29644  1.53869  -1.61926
H  -2.24415  0.69374  -2.96534
H  -1.68607  -1.21688  -0.80903
H  -0.16737  -0.57106  -1.57900
H  -1.38162  -1.40226  -2.59493
C  2.16294  0.40439  1.55587
C  0.88810  -0.26058  1.99839
H  2.72151  -0.14438  0.81266
H  2.11590  1.46903  1.32936
H  2.88467  0.29205  2.40948
H  0.29239  0.40192  2.62569
H  1.12061  -1.19813  2.49960
H  0.26417  -0.50300  1.10579

As for the total charge: +1. For the HOMO-LUMO gap (alpha / beta), the calculation gives 11.736 / 3.259 eV. Its multiplicity is 2.

=====

Unit: kcal/mol. Relative energies: i) 0.0; ii) 4.0.

=====

i) C4H12 | ωB97M-V/def2-TZVPD

Positions of all 16 atoms, in Å:
C  1.10956  -0.19703  1.42069
C  2.59878  -0.62465  1.14367
H  0.74211  0.06671  0.49896
H  0.57559  -1.08634  1.72511
H  0.81850  0.57296  2.05877
H  2.69570  -1.28740  0.27414
H  3.09813  -1.03908  1.99126
H  3.19488  0.19180  0.79801
C  -1.08726  0.54853  -1.32352
C  -2.58860  0.35956  -1.18986
H  -0.49725  -0.34157  -1.16491
H  -0.75587  0.90377  -2.32398
H  -0.75075  1.20809  -0.55152
H  -2.96708  -0.42506  -1.82742
H  -2.89732  0.00198  -0.11377
H  -3.28913  1.14774  -1.41561

As for the total charge: +1. For the HOMO-LUMO gap (alpha / beta), the calculation gives 14.335 / 3.572 eV. Its multiplicity is 2.

=====

ii) C4H12 | ωB97M-V/def2-TZVPD

Positions of all 16 atoms, in Å:
C  2.28868  -0.31254  -0.65097
C  1.05483  -0.99603  -1.07522
H  3.04702  -0.98765  -0.19978
H  2.86520  0.00913  -1.55567
H  2.23483  0.60503  -0.06615
H  1.35203  -1.93467  -1.52531
H  0.41306  -0.34147  -1.71364
H  0.33689  -0.96765  -0.19218
C  -2.00867  0.06680  0.36393
C  -1.43758  1.14235  1.29280
H  -1.64128  0.32760  -0.62296
H  -1.58806  -0.92293  0.64656
H  -3.06203  -0.03404  0.63861
H  -0.40631  1.46495  1.09173
H  -2.03046  2.06635  1.23548
H  -1.41815  0.81474  2.33276

As for the total charge: +1. For the HOMO-LUMO gap (alpha / beta), the calculation gives 13.057 / 4.200 eV. Its multiplicity is 2.

=====

Unit: kcal/mol. Relative energies: i) 14.0; ii) 0.0.